Here is a molecular structure, C49H96BN15O14S from OMol25. Energies are from wB97M-V/def2-TZVPD.

The calculation puts the relative energy (zero: lowest compared OMol25 entry of this formula, charge and spin) at 0.0 kcal/mol. For the HOMO energy, the calculation gives -8.49 eV. The value obtained for the molar mass is 1162.277 u.

Last column: Löwdin charge in e.
Geometry (Å):
1 C 9.674 0.583 -0.008  -0.045
2 C 10.003 1.980 -0.510  -0.206
3 O 9.778 2.105 -1.923  0.079
4 B 8.620 2.653 -2.365  -0.599
5 O 8.610 3.116 -3.680  0.147
6 C 7.292 2.765 -1.521  -0.022
7 C 6.539 1.690 -1.170  0.028
8 C 5.287 1.812 -0.476  -0.146
9 C 4.544 0.557 -0.186  -0.254
10 C 3.587 0.097 -1.080  -0.026
11 C 2.913 -1.085 -0.826  -0.059
12 C 3.217 -1.764 0.349  -0.072
13 C 4.172 -1.215 1.190  -0.149
14 N 4.839 -0.091 0.943  0.131
15 C 4.792 3.016 -0.116  0.047
16 C 5.542 4.174 -0.445  -0.342
17 N 5.210 5.441 -0.187  -0.234
18 S 6.399 6.342 -0.792  1.004
19 N 7.363 5.217 -1.392  -0.216
20 C 6.781 4.039 -1.144  -0.311
21 H 10.534 -0.061 -0.191  0.051
22 H 9.496 0.561 1.064  0.085
23 H 8.838 0.142 -0.545  0.067
24 H 11.076 2.128 -0.379  0.120
25 H 9.511 2.771 0.054  0.120
26 H 8.140 2.482 -4.234  0.110
27 H 6.855 0.695 -1.448  0.110
28 H 3.387 0.660 -1.979  0.112
29 H 2.176 -1.465 -1.520  0.103
30 H 2.719 -2.685 0.617  0.097
31 H 4.405 -1.721 2.120  0.101
32 H 3.844 3.100 0.397  0.124
33 C 5.024 -0.741 -4.292  -0.333
34 O 5.412 0.078 -3.474  0.002
35 N 5.633 -1.905 -4.551  -0.184
36 C 5.109 -2.849 -5.524  -0.046
37 C 6.852 -2.224 -3.827  -0.032
38 H 4.115 -0.584 -4.895  0.123
39 H 4.887 -3.802 -5.042  0.093
40 H 5.841 -3.016 -6.316  0.093
41 H 4.192 -2.468 -5.966  0.061
42 H 6.659 -2.245 -2.753  0.091
43 H 7.617 -1.470 -4.020  0.093
44 H 7.216 -3.196 -4.150  0.086
45 C 12.269 0.374 -5.879  -0.365
46 O 11.180 -0.117 -5.645  0.006
47 N 12.783 1.442 -5.242  -0.196
48 C 14.088 1.974 -5.566  -0.065
49 C 11.993 2.077 -4.194  -0.029
50 H 12.943 -0.032 -6.654  0.129
51 H 14.743 1.939 -4.693  0.087
52 H 14.006 3.011 -5.898  0.089
53 H 14.538 1.387 -6.365  0.079
54 H 11.772 1.363 -3.403  0.086
55 H 11.044 2.430 -4.596  0.087
56 H 12.546 2.917 -3.782  0.092
57 C 0.933 -3.598 -6.063  -0.351
58 O 2.023 -3.698 -6.604  -0.007
59 N 0.356 -2.441 -5.704  -0.189
60 C -0.950 -2.389 -5.060  -0.067
61 C 1.061 -1.202 -5.968  -0.037
62 H 0.316 -4.479 -5.823  0.134
63 H -1.646 -1.812 -5.662  0.079
64 H -0.859 -1.919 -4.079  0.090
65 H -1.352 -3.389 -4.934  0.077
66 H 1.252 -1.092 -7.037  0.096
67 H 2.022 -1.196 -5.452  0.062
68 H 0.460 -0.366 -5.620  0.088
69 C -4.881 -2.313 -4.078  -0.336
70 O -3.801 -2.425 -4.637  -0.008
71 N -5.431 -1.147 -3.711  -0.185
72 C -6.722 -1.073 -3.048  -0.057
73 C -4.705 0.080 -3.991  -0.036
74 H -5.506 -3.186 -3.825  0.134
75 H -7.419 -0.490 -3.646  0.076
76 H -6.604 -0.607 -2.066  0.095
77 H -7.128 -2.071 -2.921  0.061
78 H -4.536 0.182 -5.063  0.093
79 H -3.735 0.068 -3.494  0.091
80 H -5.285 0.927 -3.633  0.087
81 C 11.942 -2.504 2.119  -0.352
82 O 11.677 -1.319 2.109  0.013
83 N 12.447 -3.184 1.070  -0.199
84 C 12.745 -4.599 1.140  -0.063
85 C 12.697 -2.465 -0.168  -0.038
86 H 11.785 -3.137 3.009  0.132
87 H 13.806 -4.777 0.950  0.088
88 H 12.161 -5.150 0.400  0.089
89 H 12.500 -4.977 2.130  0.081
90 H 13.407 -1.654 0.002  0.094
91 H 11.773 -2.030 -0.547  0.080
92 H 13.102 -3.152 -0.907  0.086
93 C -10.606 -1.617 -4.445  -0.347
94 O -9.482 -1.247 -4.734  0.005
95 N -10.925 -2.315 -3.342  -0.184
96 C -12.285 -2.724 -3.055  -0.052
97 C -9.873 -2.676 -2.402  -0.041
98 H -11.477 -1.399 -5.086  0.132
99 H -12.618 -2.296 -2.107  0.085
100 H -12.352 -3.811 -2.988  0.086
101 H -12.948 -2.380 -3.848  0.082
102 H -9.390 -1.772 -2.029  0.093
103 H -9.125 -3.280 -2.914  0.075
104 H -10.290 -3.237 -1.570  0.062
105 C -9.791 -5.919 0.320  -0.357
106 O -10.131 -4.751 0.207  -0.010
107 N -9.246 -6.651 -0.660  -0.181
108 C -8.890 -8.045 -0.476  -0.055
109 C -9.030 -6.020 -1.949  -0.039
110 H -9.929 -6.483 1.256  0.135
111 H -7.821 -8.188 -0.648  0.088
112 H -9.453 -8.672 -1.168  0.089
113 H -9.130 -8.352 0.539  0.085
114 H -8.358 -5.169 -1.838  0.083
115 H -9.979 -5.660 -2.346  0.086
116 H -8.596 -6.741 -2.637  0.091
117 C 0.697 5.194 1.831  -0.366
118 O -0.478 4.941 2.031  -0.003
119 N 1.630 5.312 2.789  -0.192
120 C 3.013 5.618 2.481  -0.066
121 C 1.238 5.126 4.179  -0.046
122 H 1.099 5.354 0.815  0.131
123 H 3.664 4.814 2.834  0.090
124 H 3.312 6.549 2.967  0.090
125 H 3.145 5.725 1.407  0.051
126 H 0.822 4.126 4.315  0.095
127 H 0.472 5.851 4.449  0.086
128 H 2.097 5.256 4.824  0.065
129 C 0.908 6.882 7.460  -0.346
130 O 1.851 6.367 6.891  0.006
131 N 0.905 8.133 7.955  -0.197
132 C -0.250 8.693 8.625  -0.061
133 C 2.106 8.943 7.809  -0.033
134 H -0.047 6.352 7.617  0.136
135 H -0.603 9.583 8.099  0.089
136 H 0.000 8.970 9.651  0.086
137 H -1.054 7.960 8.646  0.082
138 H 2.344 9.064 6.753  0.095
139 H 2.947 8.447 8.294  0.084
140 H 1.951 9.919 8.261  0.086
141 C -13.419 -8.601 0.315  -0.358
142 O -12.297 -8.617 -0.167  -0.010
143 N -14.080 -7.490 0.674  -0.177
144 C -15.411 -7.536 1.254  -0.059
145 C -13.415 -6.211 0.465  -0.029
146 H -13.989 -9.526 0.503  0.130
147 H -16.112 -6.984 0.628  0.081
148 H -15.408 -7.089 2.246  0.083
149 H -15.738 -8.573 1.325  0.080
150 H -13.181 -6.093 -0.595  0.092
151 H -12.475 -6.204 1.017  0.077
152 H -14.051 -5.395 0.800  0.057
153 C 5.941 8.457 9.979  -0.360
154 O 5.904 9.431 9.255  0.013
155 N 5.254 8.326 11.132  -0.201
156 C 5.341 7.133 11.949  -0.061
157 C 4.404 9.423 11.562  -0.041
158 H 6.557 7.573 9.743  0.133
159 H 4.359 6.667 12.053  0.089
160 H 5.721 7.376 12.943  0.088
161 H 6.017 6.419 11.483  0.082
162 H 3.642 9.624 10.808  0.079
163 H 5.004 10.325 11.686  0.094
164 H 3.924 9.172 12.504  0.085
165 C -16.715 -3.848 1.486  -0.327
166 O -15.759 -4.571 1.709  -0.012
167 N -16.618 -2.575 1.072  -0.193
168 C -17.784 -1.752 0.820  -0.055
169 C -15.291 -2.012 0.873  -0.031
170 H -17.755 -4.191 1.610  0.138
171 H -17.799 -1.421 -0.220  0.090
172 H -17.778 -0.874 1.467  0.091
173 H -18.688 -2.325 1.017  0.083
174 H -14.745 -2.587 0.125  0.085
175 H -14.724 -2.043 1.803  0.097
176 H -15.386 -0.981 0.540  0.087


Here is a molecular structure, C9H13NO2Sr in a non-equilibrium geometry from OMol25. Energies are from wB97M-V/def2-TZVPD.

The total charge is -2. The calculation puts the relative energy (zero: lowest compared OMol25 entry of this formula, charge and spin) at 4.6 kcal/mol. For the HOMO energy, the calculation gives 2.03 eV. The value obtained for the molar mass is 254.828 u.

Last column: natural (NBO) charge in e.
Geometry (Å):
1 C 1.370 1.745 -1.735  -0.310
2 C 0.229 1.456 -2.535  -0.375
3 C 0.282 0.073 -2.897  -0.460
4 C 1.448 -0.486 -2.301  -0.419
5 C 2.118 0.545 -1.580  -0.365
6 Sr -0.475 -0.202 -0.124  1.687
7 N 0.472 1.334 1.410  -1.238
8 C -0.682 2.222 1.559  -0.266
9 C -1.667 2.218 0.452  -1.051
10 H -0.393 -0.432 -3.592  0.182
11 H -0.480 2.190 -2.915  0.193
12 H 1.817 -1.506 -2.444  0.189
13 H 3.095 0.465 -1.108  0.189
14 H 1.689 2.737 -1.424  0.196
15 H -1.561 2.971 -0.328  0.166
16 H -1.254 1.904 2.467  0.100
17 H 1.105 1.431 2.203  0.292
18 H -2.528 1.575 0.535  0.143
19 H -0.312 3.265 1.675  0.108
20 C -0.639 -3.943 2.109  -0.715
21 C -0.588 -2.595 1.447  0.742
22 O -1.590 -1.796 1.515  -0.804
23 O 0.490 -2.318 0.811  -0.802
24 H -1.556 -4.062 2.677  0.199
25 H 0.214 -4.064 2.788  0.211
26 H -0.605 -4.726 1.340  0.206


Here is a single C8H5FN4 molecule in a non-equilibrium geometry from OMol25. Energies are from wB97M-V/def2-TZVPD.

As for the SMILES: Fc1ccc(-c2nncnn2)cc1. The calculation puts the relative energy (zero: lowest compared OMol25 entry of this formula, charge and spin) at 39.4 kcal/mol. For the HOMO energy, the calculation gives -9.64 eV. The value obtained for the molar mass is 176.154 u.

Last column: natural (NBO) charge in e.
Geometry (Å):
1 F -3.860 1.093 -1.751  -0.303
2 C -2.698 0.720 -1.228  0.386
3 C -1.495 1.143 -1.691  -0.270
4 C -0.245 0.830 -1.154  -0.181
5 C -0.245 0.069 0.002  -0.083
6 C 1.193 -0.421 0.508  0.311
7 N 2.232 0.236 -0.084  -0.194
8 N 3.463 0.046 0.394  -0.117
9 C 3.422 -0.963 1.413  0.155
10 N 2.493 -1.517 2.038  -0.190
11 N 1.232 -1.081 1.681  -0.194
12 C -1.420 -0.414 0.546  -0.184
13 C -2.667 -0.017 -0.054  -0.255
14 H -1.589 1.761 -2.565  0.224
15 H 0.718 1.228 -1.474  0.252
16 H 4.347 -1.210 1.686  0.178
17 H -1.326 -1.225 1.186  0.233
18 H -3.557 -0.278 0.546  0.230


Here is a single C6H15NO molecule in a non-equilibrium geometry from OMol25. Energies are from wB97M-V/def2-TZVPD.

As for the SMILES: C[C@H](N)CC(C)(C)O. The calculation puts the relative energy (zero: lowest compared OMol25 entry of this formula, charge and spin) at 39.1 kcal/mol. For the HOMO energy, the calculation gives -8.98 eV. The value obtained for the molar mass is 117.192 u.

Last column: natural (NBO) charge in e.
Geometry (Å):
1 C 1.696 -0.175 -1.543  -0.633
2 C 1.295 0.524 -0.258  -0.040
3 N 2.612 0.534 0.740  -0.885
4 C 0.453 -0.241 0.690  -0.406
5 C -1.156 -0.165 0.063  0.272
6 C -1.933 -1.238 0.828  -0.640
7 C -1.822 1.193 0.260  -0.638
8 O -1.235 -0.461 -1.322  -0.733
9 H 1.897 -1.238 -1.374  0.207
10 H 2.595 0.276 -1.972  0.210
11 H 0.916 -0.083 -2.304  0.237
12 H 1.009 1.565 -0.401  0.194
13 H 3.487 0.671 0.234  0.349
14 H 2.547 1.264 1.448  0.351
15 H 0.715 -1.301 0.732  0.211
16 H 0.365 0.203 1.684  0.213
17 H -1.953 -1.036 1.902  0.213
18 H -1.489 -2.228 0.672  0.198
19 H -2.968 -1.297 0.471  0.211
20 H -2.867 1.164 -0.077  0.219
21 H -1.824 1.493 1.312  0.211
22 H -1.335 1.969 -0.336  0.214
23 H -1.004 -1.393 -1.450  0.466